1.
# C3H5N3S

An isolated molecule of C3H5N3S at a distorted geometry (wB97M-V/def2-TZVPD, the OMol25 dataset).

Each line ends with the Löwdin charge.
Positions of all 12 atoms, in Å:
N 1.44405 -1.93934 0.30719  0.1924
C 1.44684 -0.79558 0.13128  -0.2741
C 1.24974 0.59563 -0.21936  -0.8000
S 2.28929 1.74980 0.19992  0.8366
C -0.07667 0.66563 -0.75344  -0.2806
N -1.08316 0.47061 0.31833  -0.1271
N -1.15341 -0.77974 0.96464  0.0106
H -0.28834 1.63915 -1.25410  0.1281
H -0.40556 -0.04564 -1.56799  0.1429
H -1.96181 0.63270 -0.07065  0.0785
H -1.10425 -1.50348 0.35213  0.0221
H -0.35673 -0.68974 1.59205  0.0705

Results
Charge   0
Highest occupied orbital energy   -0.3511 hartree
SMILES   N#CC(=S)CNN

2.
# C14H16N2O4

A structure of composition C14H16N2O4 at a distorted geometry (wB97M-V/def2-TZVPD, the OMol25 dataset).

Each line ends with the Löwdin charge.
Positions of all 36 atoms, in Å:
C -4.73257 -3.25124 -2.40766  -0.1007
C -3.94458 -2.14675 -1.96094  -0.3907
O -2.66484 -2.26156 -2.53063  -0.1119
C -1.68089 -1.15818 -2.19234  -0.1114
C -0.31846 -1.14608 -2.96485  0.0378
C 0.56104 -0.18175 -2.49345  0.0296
C 0.28313 0.94226 -1.51188  -0.3167
C -0.79542 0.73929 -0.99362  -0.1353
C -1.78181 -0.18269 -1.21703  -0.0538
H -2.83704 -0.02811 -0.73879  0.1416
H -1.09542 1.43155 -0.07687  0.1578
O 1.50081 1.52260 -1.37608  -0.0268
C 1.30083 2.80153 -0.72003  0.0416
C 1.15781 2.23207 0.94629  -0.1506
C 0.43774 2.53996 1.83891  -0.1444
C 0.81955 2.04799 3.16188  0.1123
C 1.96357 1.46865 2.58778  -0.2150
C 2.92648 0.60044 3.48657  -0.4662
O 2.81189 0.17422 4.59655  0.0640
N 3.88926 -0.01053 2.82127  -0.0146
H 4.19464 0.20035 1.72122  0.2224
N 4.99155 -0.68008 3.54084  0.0948
H 4.93824 -0.53042 4.41366  -0.0310
H 4.79932 -1.66003 3.42462  0.0818
O 2.37882 1.29118 1.29793  0.0845
H 0.39395 1.89339 4.00207  0.0510
H -0.54148 3.31927 1.74824  0.2085
H 0.29116 3.11690 -0.72818  0.0987
H 2.07407 3.43006 -0.65115  0.0794
H 1.43454 -0.28730 -3.01471  0.0759
H -0.24488 -2.14124 -3.45743  0.1170
H -3.63105 -2.23085 -0.82728  0.1517
H -4.39039 -1.19215 -2.06244  0.1021
H -4.68477 -3.06025 -3.56283  0.1275
H -4.10006 -4.13850 -2.21866  0.0861
H -5.70475 -3.46402 -1.88096  0.1030

Results
Charge   0
Highest occupied orbital energy   -0.3171 hartree

3.
# C56H87BrN4O23S3

A structure of composition C56H87BrN4O23S3 at a distorted geometry (wB97M-V/def2-TZVPD, the OMol25 dataset).

Each line ends with the Löwdin charge.
Positions of all 174 atoms, in Å:
C 8.78040 2.56146 -1.52324  -0.1149
C 7.95202 3.84906 -1.53562  -0.2596
C 6.92903 3.95457 -2.67822  -0.2178
C 7.46193 3.59389 -4.07532  -0.1840
C 6.42311 2.81477 -4.94074  -0.2104
C 6.96919 1.47040 -5.43861  -0.2048
C 6.89615 0.43248 -4.29752  -0.2046
C 6.48070 -0.98275 -4.77472  -0.2239
N 5.64105 -1.74795 -3.83479  -0.1674
C 6.23408 -1.75292 -2.47090  -0.1732
C 6.02674 -3.05735 -1.67872  -0.1902
C 7.27653 -3.97793 -1.66214  -0.1694
C 7.73033 -4.35086 -0.22360  -0.1746
C 7.48521 -5.84583 0.13273  -0.2018
C 8.81049 -6.63102 0.26382  -0.2057
C 8.80117 -7.59815 1.47611  -0.2590
C 9.66842 -7.03563 2.60589  -0.1229
C 4.31245 -1.39625 -3.86307  -1.0189
S 3.13427 -2.12163 -2.96959  0.6924
S 3.81041 -0.10206 -5.00284  0.9525
C 2.24671 0.48181 -4.29079  -0.4987
C 1.84808 1.72089 -5.10765  -0.2838
C 0.31947 1.93149 -5.14480  -0.1186
C -0.27934 2.84075 -4.09014  -0.0894
C 0.03976 4.24426 -3.95236  -0.1589
C 1.08282 4.89039 -4.85835  -0.1030
C 2.26937 5.34483 -4.02070  -0.7443
O 2.79602 6.38226 -4.10443  0.0723
Br 2.94089 4.09233 -2.64249  0.7513
C -0.56461 5.05322 -3.01687  -0.2182
N -0.25046 6.43413 -2.92056  0.1294
C -1.52023 4.49662 -2.11286  -0.3107
N -2.19185 5.13323 -1.14638  -0.2096
S -3.12603 3.99012 -0.50278  1.0106
N -2.74951 2.71208 -1.36837  -0.2158
C -1.81489 3.11526 -2.25453  -0.2747
C -1.19939 2.28230 -3.23140  -0.2138
O -1.57618 0.95283 -3.25674  0.0435
H 8.12331 1.69339 -1.58587  0.0652
H 9.52187 2.54961 -2.31995  0.0636
H 9.34043 2.51830 -0.58769  0.0680
H 7.37622 3.85263 -0.60409  0.0983
H 8.59401 4.72919 -1.47222  0.1032
H 6.07609 3.31819 -2.44229  0.0722
H 6.58440 4.98951 -2.69547  0.1054
H 7.71460 4.50383 -4.61947  0.1062
H 8.36576 2.98639 -4.04457  0.0843
H 6.17579 3.45312 -5.79384  0.1039
H 5.48811 2.68593 -4.39312  0.0723
H 6.39331 1.18296 -6.31871  0.0969
H 8.01376 1.62541 -5.71160  0.1086
H 6.14723 0.78821 -3.59087  0.0888
H 7.86039 0.36317 -3.79757  0.1037
H 7.41486 -1.54544 -4.85300  0.1243
H 6.06744 -0.97220 -5.78086  0.0887
H 7.31150 -1.67211 -2.61537  0.1051
H 5.93326 -0.86216 -1.91598  0.1187
H 5.73335 -2.76445 -0.67328  0.0894
H 5.19812 -3.63122 -2.07585  0.0647
H 8.08660 -3.52722 -2.23749  0.0961
H 6.99802 -4.90907 -2.15350  0.1017
H 7.30088 -3.68420 0.52217  0.0995
H 8.81175 -4.20224 -0.19420  0.0885
H 7.00883 -5.87146 1.10560  0.0805
H 6.81965 -6.33271 -0.56871  0.0960
H 8.98997 -7.20111 -0.65092  0.1032
H 9.67387 -5.97768 0.39998  0.0877
H 7.78327 -7.68185 1.85930  0.0972
H 9.14518 -8.59108 1.18682  0.0961
H 9.27860 -6.06171 2.90931  0.0722
H 10.68178 -6.86688 2.23498  0.0664
H 9.71316 -7.69633 3.47061  0.0638
H 1.51427 -0.29368 -4.49924  0.0547
H 2.35023 0.68986 -3.22966  0.0671
H 2.41187 2.59596 -4.81119  0.0318
H 2.15560 1.50829 -6.13738  0.0953
H -0.15299 0.96033 -5.04222  0.1052
H 0.06216 2.28076 -6.14828  0.1258
H 0.64256 5.77731 -5.30569  0.1238
H 1.38573 4.18516 -5.62470  0.1116
H -0.39213 6.85163 -3.83596  0.0966
H -0.92896 6.89477 -2.32183  0.0856
H -0.87141 0.45235 -2.82851  0.1197
C 0.70725 -4.48302 1.78488  -0.0150
C 2.21083 -4.48125 1.88300  -0.3241
C 2.89866 -3.57213 0.89821  -0.0835
O 4.17082 -4.22137 0.73375  0.0495
C 3.98677 -5.54046 0.97583  -0.5449
O 4.79494 -6.38373 0.74210  0.1441
O 2.76666 -5.76557 1.51015  0.0938
H 0.27858 -5.16871 2.51570  0.0880
H 0.31012 -3.48541 1.96963  0.0896
H 0.38311 -4.82301 0.79949  0.0899
H 2.51587 -4.27108 2.90155  0.1280
H 3.02716 -2.56361 1.27040  0.1152
H 2.40115 -3.53608 -0.07492  0.1250
C -3.43844 3.84543 3.77189  -0.0188
C -2.27722 2.94498 4.10030  -0.3262
C -1.99423 1.89827 3.05319  -0.1012
O -1.38583 0.85513 3.82468  0.0585
C -1.86428 0.96094 5.09464  -0.5600
O -1.71177 0.14577 5.94141  0.1725
O -2.54595 2.12634 5.25233  0.0849
H -3.59080 4.57464 4.56820  0.0993
H -3.26758 4.38300 2.83994  0.0793
H -4.36128 3.27519 3.68575  0.0732
H -1.38533 3.54121 4.31460  0.1601
H -1.31580 2.25090 2.27933  0.1351
H -2.90095 1.50476 2.58560  0.1331
C 4.09244 1.65022 5.34539  -0.0200
C 4.22050 0.37919 4.54500  -0.3275
C 3.83798 0.50810 3.09041  -0.0865
O 3.40938 -0.82414 2.77742  0.0453
C 2.96407 -1.38982 3.92875  -0.5343
O 2.36873 -2.41702 3.99794  0.1685
O 3.28668 -0.61938 4.99236  0.0980
H 4.37949 1.47780 6.38213  0.0889
H 4.73091 2.43171 4.93330  0.0920
H 3.05905 1.99927 5.35359  0.0907
H 5.22735 -0.03404 4.65123  0.1605
H 4.66894 0.80387 2.45440  0.1405
H 2.99930 1.18947 2.92884  0.1397
C -9.07040 4.98365 5.19354  -0.0182
C -8.31501 4.90676 3.89134  -0.3233
C -7.43365 3.69277 3.74729  -0.0915
O -6.41293 4.16485 2.85156  0.0294
C -6.32140 5.51183 3.02797  -0.5659
O -5.45200 6.18872 2.58328  0.1573
O -7.34963 5.96897 3.77884  0.0921
H -9.67980 5.88642 5.22794  0.0877
H -9.72277 4.11863 5.31149  0.0935
H -8.38158 5.03024 6.03789  0.0930
H -9.00715 4.99297 3.04912  0.1610
H -7.95046 2.84126 3.31715  0.1231
H -6.96215 3.38974 4.68604  0.1453
C -5.95647 -1.98925 1.39895  -0.0137
C -6.73236 -0.74979 1.75302  -0.3095
C -6.43533 -0.18940 3.12019  -0.0800
O -7.66793 0.47477 3.44991  0.0355
C -8.65801 -0.16104 2.77400  -0.5599
O -9.81947 0.02058 2.96540  0.1483
O -8.14920 -1.01804 1.86582  0.0990
H -6.22953 -2.33002 0.41270  0.0540
H -4.88568 -1.79778 1.41563  0.0963
H -6.18649 -2.80056 2.09354  0.1002
H -6.59859 0.01103 0.97851  0.1625
H -5.60792 0.51719 3.11841  0.1312
H -6.24794 -0.96107 3.86941  0.1444
C -6.35096 -2.38036 -5.37226  -0.0213
C -6.43078 -2.63895 -3.88921  -0.3291
C -7.16837 -1.58165 -3.10334  -0.0873
O -6.55001 -1.68348 -1.81329  0.0408
C -5.28936 -2.15811 -2.00273  -0.5520
O -4.44339 -2.18626 -1.16914  0.1603
O -5.13002 -2.58734 -3.27682  0.0933
H -5.80222 -3.17981 -5.86909  0.0884
H -7.34831 -2.32072 -5.80788  0.0919
H -5.81597 -1.45161 -5.57420  0.0926
H -6.84923 -3.63164 -3.70113  0.1599
H -8.23698 -1.76937 -3.03264  0.1407
H -7.00357 -0.57265 -3.48829  0.1413
C -13.11145 -0.97884 2.89779  -0.0215
C -13.78948 -1.28867 4.20648  -0.3318
C -12.91721 -1.99958 5.21261  -0.0955
O -13.88174 -2.72451 5.98711  0.0602
C -14.95397 -2.95665 5.18623  -0.5632
O -15.84900 -3.68795 5.45454  0.1657
O -14.85623 -2.23997 4.03773  0.0824
H -13.80154 -0.47232 2.22225  0.0868
H -12.24291 -0.34011 3.05184  0.0665
H -12.79310 -1.89521 2.39930  0.0945
H -14.21961 -0.37811 4.63382  0.1581
H -12.35235 -1.31782 5.84367  0.1382
H -12.23234 -2.71467 4.75096  0.1400

Results
Charge   0
Highest occupied orbital energy   -0.3044 hartree

Computed Kohn-Sham gap (eV) in order:
7.806, 9.158, 7.361
Computed energy relative to the best compared isomer or geometry (same formula, charge and spin) (kJ/mol) in order:
334.62, 1362.45, 0.00
Computed lowest unoccupied orbital energy (eV) in order:
-1.747, 0.530, -0.922